Density functional theory data (ωB97M-V/def2-TZVPD) for C31H20IN7O5Os as an isolated structure at a distorted geometry.

```
65
Properties=species:S:1:pos:R:3:forces:R:3
Os -0.330 0.244 -0.098 -0.404 0.555 -0.232
I 5.041 4.236 -4.793 0.021 0.030 -0.049
O -0.693 1.905 -1.025 0.094 -0.107 0.069
O -1.954 -0.795 0.261 0.006 -0.801 -0.151
O 1.346 1.062 0.470 0.661 0.377 -0.788
O 3.434 0.543 0.930 0.181 -0.036 -0.125
O 1.683 -1.032 -1.758 0.045 0.114 0.002
N 1.399 -0.922 -5.168 -0.052 -0.013 0.008
N 0.528 -0.570 -1.857 0.105 0.154 0.045
N -2.047 0.341 2.257 0.081 0.096 -0.414
N -2.481 0.270 -3.275 -0.020 -0.060 -0.001
N 1.857 -2.710 1.968 0.054 -0.020 -0.019
N -1.203 1.135 1.497 0.325 0.040 0.449
N 0.523 -1.473 0.741 0.201 -0.003 0.229
C 1.443 -1.469 1.681 -0.217 -0.058 0.112
C -0.164 4.152 -1.337 -0.025 -0.031 0.080
C -0.375 -4.745 -0.789 -0.030 -0.013 0.038
C 5.056 2.787 -2.144 -0.022 -0.001 -0.002
C -2.408 -0.646 1.497 -0.379 0.128 0.320
C 0.436 -5.538 0.039 0.010 0.013 -0.029
C 0.149 5.392 -0.839 -0.021 0.085 0.053
C 4.508 2.097 -1.077 0.037 -0.030 -0.041
C -0.463 3.094 -0.466 -0.250 0.044 0.044
C 1.237 -4.978 1.012 0.020 0.020 -0.052
C -0.219 4.629 1.403 -0.015 -0.114 0.005
C -3.391 -1.619 2.028 0.051 0.051 -0.120
C 1.188 -3.594 1.133 0.016 -0.055 0.124
C 2.328 2.272 -2.060 -0.050 -0.047 0.017
C 2.865 2.952 -3.142 0.058 -0.002 0.029
C 2.661 1.058 0.153 -0.425 -0.330 0.708
C -4.198 -3.871 2.267 0.001 0.008 -0.022
C 4.228 3.206 -3.177 -0.045 -0.025 0.047
C -1.056 2.370 1.831 -0.225 -0.144 0.049
C 0.764 -0.734 -4.227 0.009 -0.053 0.029
C -4.401 -1.170 2.874 0.008 0.004 0.052
C -0.427 -3.372 -0.653 -0.099 0.007 0.076
C 0.139 5.634 0.543 0.049 0.054 -0.094
C -5.308 -2.070 3.407 -0.005 0.009 -0.004
C -1.380 -0.054 -3.182 0.130 0.101 0.041
C 0.356 -2.803 0.348 -0.004 0.090 -0.104
C -0.522 3.341 0.924 0.166 0.112 -0.068
C -3.299 -2.970 1.716 -0.030 -0.004 -0.052
C -0.016 -0.454 -3.067 -0.168 0.010 0.044
C -5.203 -3.423 3.111 0.005 0.003 -0.002
C 3.142 1.829 -1.026 0.082 0.029 -0.129
H 0.441 -6.611 -0.099 -0.002 0.007 -0.002
H 0.401 6.612 0.923 -0.024 -0.002 0.000
H -1.481 2.686 2.780 -0.020 0.024 -0.009
H -5.909 -4.126 3.535 0.002 0.004 -0.007
H -0.261 4.806 2.471 -0.031 0.017 -0.014
H 6.117 2.990 -2.176 -0.009 0.005 0.004
H -4.114 -4.925 2.032 -0.003 0.016 -0.001
H 2.225 3.273 -3.953 0.007 0.003 0.002
H -0.979 -5.223 -1.549 0.031 0.004 -0.010
H 1.840 -0.579 2.143 -0.014 -0.071 -0.037
H 1.878 -5.584 1.639 -0.008 0.005 -0.005
H 1.264 2.100 -2.037 0.033 -0.185 -0.030
H -6.103 -1.716 4.051 0.013 -0.004 0.008
H -4.471 -0.115 3.103 0.009 -0.012 0.002
H -2.526 -3.316 1.048 0.104 -0.019 -0.069
H 2.583 -2.933 2.626 0.008 0.005 -0.005
H -1.060 -2.764 -1.284 -0.011 0.003 0.006
H 0.406 6.193 -1.520 0.008 -0.011 -0.002
H 5.137 1.751 -0.268 -0.007 -0.015 -0.012
H -0.165 3.945 -2.399 -0.012 0.039 0.011
```
Forces are in eV/Å.

## Properties
HOMO-LUMO gap (alpha / beta) ... 6.75 / 6.54 eV
HOMO energy (alpha / beta) ... -8.549 / -8.612 eV
Spin multiplicity ... 1
Total charge ... 0

Löwdin atomic charge list, values in e, 6 entries: number 1, Os, carries 1.68; number 2, I, carries 0.87; number 3, O, carries -0.23; number 4, O, carries -0.19; number 5, O, carries -0.23; number 6, O, carries 0.08

Density functional theory data (ωB97M-V/def2-TZVPD) for a 11-piece molecular cluster, C36H97N3O14 overall at a distorted geometry.

```
150
Properties=species:S:1:pos:R:3:forces:R:3
O -2.116 3.725 -3.571 -0.706 0.106 0.104
O 0.893 -0.770 -6.906 -1.683 -0.376 -2.020
O 0.468 2.748 2.305 -1.185 -1.442 -0.711
O 3.622 0.274 -0.956 0.245 0.477 -0.903
O 0.719 -3.388 -0.262 -0.464 0.041 -1.250
O 0.513 -0.033 3.529 0.298 1.101 -0.367
O -3.002 -1.783 1.716 0.562 0.210 -0.026
O -4.371 1.938 2.456 -0.650 -0.796 0.470
O -1.264 -4.055 1.714 0.661 0.305 -0.286
O 0.623 -0.610 -0.290 -0.607 -0.221 -0.464
O 1.342 -6.959 1.295 1.634 1.350 1.020
O 0.795 5.358 -3.618 -0.976 0.952 -0.019
O 0.639 5.242 -0.434 -1.633 0.544 -0.732
O 2.545 -1.632 3.473 1.851 -0.031 0.741
N -1.918 3.738 0.411 -2.458 1.283 0.305
N 2.566 -4.361 2.022 -2.508 -1.311 -0.597
N 1.847 3.238 -2.121 -0.126 -1.235 1.363
C 0.870 1.042 -5.390 0.916 0.498 -0.078
C -3.007 3.543 1.403 -0.043 0.280 -0.270
C -3.301 2.069 1.588 0.829 -0.077 -1.214
C 2.635 3.869 -3.110 -0.181 -0.499 -2.098
C -1.761 5.184 0.264 0.633 -0.228 -0.897
C 0.860 3.701 4.428 0.179 1.035 -0.839
C 0.247 6.295 -4.555 -0.054 -0.464 0.576
C -0.702 -0.688 3.778 -0.447 0.231 0.791
C -0.994 0.950 -1.266 0.259 -1.057 -1.817
C -1.351 -3.360 -1.552 1.322 0.595 0.376
C 1.139 6.247 0.383 -0.505 0.959 0.544
C -3.381 3.705 -2.855 0.387 -0.134 -0.496
C -4.106 2.499 -3.449 0.130 0.306 0.946
C 0.570 -1.358 -4.617 -0.022 0.133 0.257
C -4.061 -1.914 -0.496 -1.269 0.935 0.207
C 0.070 -3.899 -1.519 0.134 -0.395 2.433
C -4.010 -2.431 0.952 1.568 -1.941 -0.306
C 0.548 -8.087 1.343 0.634 -0.793 -1.516
C -0.458 0.343 -0.058 0.089 -2.424 2.403
C 3.805 -1.347 4.164 -0.453 -1.988 0.769
C -1.498 0.207 4.746 1.094 0.076 -0.877
C 2.651 2.330 -1.270 -0.679 0.841 -1.624
C 2.176 -6.805 2.468 0.316 0.641 -0.314
C 1.688 4.486 -4.195 2.113 -0.954 -0.404
C 1.213 -0.423 -5.615 -0.426 0.608 1.153
C 1.413 3.482 3.018 -0.004 -0.445 0.519
C 3.348 -3.230 1.738 1.101 0.528 0.848
C -0.763 5.553 -0.822 1.797 0.053 1.169
C 3.200 -5.643 2.206 0.963 -1.421 -0.650
C -1.755 -4.783 3.926 -1.473 -1.618 -1.105
C 3.015 1.064 -2.015 0.169 -0.515 0.686
C -0.687 -4.626 2.887 0.106 0.496 0.054
C 4.240 -0.892 -1.413 -0.147 -1.226 0.165
C -4.666 0.583 2.774 -0.670 0.266 0.904
C 2.695 -1.900 2.081 -1.342 -0.414 -0.418
C 0.143 -5.399 -1.372 0.986 -0.129 -0.710
H -3.924 4.095 1.085 0.545 -0.553 -0.160
H 1.571 -6.453 3.312 -0.191 -0.448 0.079
H -3.569 1.593 -3.166 0.164 0.037 0.006
H -0.382 5.783 -5.297 -0.569 0.105 0.526
H -2.687 -5.196 3.428 0.925 0.546 0.253
H -3.469 1.617 0.559 -0.147 0.236 1.024
H 1.281 -0.625 3.559 0.004 -0.194 0.032
H -4.599 -0.942 -0.604 -0.020 -0.635 0.376
H -3.842 -0.010 3.116 1.002 0.080 0.089
H 1.466 1.646 -6.100 0.001 -0.230 0.328
H -2.659 5.587 -0.204 -0.609 -0.095 0.451
H -4.513 -2.600 -1.243 0.402 0.202 0.613
H 1.189 1.340 -4.355 -0.962 0.068 -0.805
H 0.677 -2.358 -5.007 -0.123 -0.488 -0.011
H 1.653 -1.874 1.686 0.698 0.036 0.170
H -0.224 1.543 -1.719 0.190 0.758 -0.527
H -2.763 4.007 2.372 0.156 -0.202 0.044
H 4.445 -1.575 -0.583 0.171 0.513 0.244
H -4.896 -2.433 1.553 -0.981 0.500 -0.120
H -3.703 -3.518 0.968 -0.465 0.774 -0.459
H 1.410 4.455 4.949 0.486 0.696 0.383
H 2.256 -0.621 -5.566 1.236 0.307 0.177
H -5.107 2.395 -3.028 -0.133 0.150 -0.318
H 0.620 6.253 1.338 0.006 -0.141 0.497
H 0.180 -4.049 3.215 -0.172 0.433 0.232
H -1.280 -0.734 2.844 0.230 -0.681 0.221
H 1.422 -0.124 -0.447 0.875 0.395 -0.101
H 2.645 -7.811 2.701 -0.173 1.239 -0.162
H 3.656 1.289 -2.890 0.301 -0.401 0.679
H 4.142 -3.359 2.466 1.068 0.431 -0.266
H -1.246 -2.283 -1.379 -0.321 -0.122 0.107
H -1.796 1.154 4.289 -0.203 -0.227 -0.263
H 0.944 7.272 -0.001 0.377 -0.479 -0.292
H -1.507 -5.591 4.599 0.317 0.117 0.629
H -3.227 3.474 -1.810 0.316 0.253 0.484
H -0.883 4.987 -1.741 -0.280 0.088 0.232
H 3.922 -5.517 3.033 -0.419 -0.425 0.005
H 2.190 6.100 0.567 0.388 -0.100 -0.113
H -5.086 0.016 1.969 -0.328 -0.030 -0.986
H 5.154 -0.794 -1.996 0.142 0.601 0.003
H -2.076 -3.899 4.429 0.120 0.721 0.445
H 4.607 -1.057 3.510 0.131 0.195 -0.623
H -2.227 -2.387 1.761 -0.547 0.159 -0.023
H 1.828 -4.431 1.322 0.071 -0.132 0.138
H 1.008 -1.326 -3.619 0.174 0.167 -0.001
H -3.936 4.682 -2.915 0.443 -0.872 -0.308
H 1.262 3.855 -1.569 0.415 0.146 -0.050
H -1.232 -0.343 0.418 0.745 1.217 -0.133
H -4.078 2.565 -4.515 -0.405 0.029 -0.750
H 1.177 -8.998 1.392 -0.304 0.160 0.136
H 3.668 -0.589 4.910 -0.493 0.643 0.118
H -1.255 0.150 -1.998 0.048 0.438 0.387
H 1.241 3.687 -4.824 -0.271 0.241 0.670
H -0.176 1.270 -5.715 0.510 -0.274 1.023
H 3.623 2.785 -1.072 0.011 0.175 0.787
H -1.491 4.368 -3.223 -0.134 -0.004 0.075
H 1.542 4.381 2.407 0.303 0.046 0.520
H 3.243 -1.092 1.615 0.261 0.356 -0.207
H 3.447 4.558 -2.795 -0.563 0.178 0.253
H -0.802 0.504 5.514 0.008 -0.160 0.755
H -0.183 4.040 4.381 0.205 -0.295 -0.008
H -2.344 -0.329 5.103 -0.807 -0.208 0.568
H -1.111 3.286 0.751 1.390 -0.242 0.564
H -0.853 6.648 -0.992 0.236 -0.573 -0.206
H -1.969 -3.825 -0.767 0.180 0.176 -0.475
H -0.511 -3.852 1.114 -0.386 0.088 -0.023
H -0.469 -1.100 -4.501 -0.657 -0.098 0.017
H 0.296 1.903 2.781 0.312 0.379 -0.322
H 2.085 2.071 -0.382 0.120 0.163 0.320
H -0.131 -8.062 2.161 -0.858 -0.092 0.699
H 1.204 -5.671 -1.289 -0.212 -0.072 -0.097
H 2.167 0.512 -2.428 -0.303 0.033 0.142
H 0.977 2.818 5.010 -0.277 -0.938 0.378
H 3.185 3.019 -3.591 -0.293 0.953 -0.187
H -0.017 1.049 0.661 -0.719 0.045 -0.044
H 3.739 -3.173 0.707 0.090 -0.089 0.170
H -1.735 -3.457 -2.542 -0.722 -0.349 -0.667
H 0.057 -8.078 0.360 -0.356 -0.325 0.477
H 0.799 -2.421 -0.427 -0.172 -0.237 0.540
H -3.064 -1.629 -0.772 0.497 -0.311 -0.261
H 0.733 -3.574 -2.291 -0.028 0.394 -0.934
H 4.179 -2.238 4.774 -0.653 0.758 -1.046
H -0.266 -5.929 -2.254 -0.099 0.225 0.636
H -1.589 5.739 1.221 0.008 -0.351 -0.584
H -0.487 -1.676 4.279 -0.513 0.685 -0.786
H -1.868 1.516 -1.057 -0.655 0.740 0.111
H -5.394 0.542 3.592 -0.008 0.479 -0.174
H 3.838 -6.038 1.350 -0.563 0.743 0.381
H 2.303 5.051 -4.897 0.386 0.127 -0.172
H 3.553 -1.473 -2.007 -0.512 -0.235 -0.660
H -0.290 -5.678 -0.422 -0.540 -0.308 0.055
H -0.234 -5.570 2.645 -0.144 -0.786 -0.267
H -0.053 -0.535 -7.059 0.995 -0.323 0.053
H 0.995 6.751 -5.198 0.630 0.303 0.335
H -2.400 1.576 2.000 -0.137 -0.026 -0.106
H 2.339 2.874 3.053 0.007 0.668 0.069
H -0.237 7.053 -3.912 -0.134 -0.361 -0.800
```
Forces are in eV/Å.

## Properties
HOMO-LUMO gap ... 9.13 eV
SMILES ... COCCNCCOC.COCCNCCOC.COCCNCCOC.CC(C)O.CC(C)O.CCO.CCO.CCO.CCO.CCO.CCO
HOMO energy ... -8.468 eV
Spin multiplicity ... 1
Total charge ... 0

Löwdin atomic charge list, values in e, 6 entries: number 1, O, carries -0.10; number 2, O, carries -0.04; number 3, O, carries -0.13; number 4, O, carries -0.20; number 5, O, carries -0.12; number 6, O, carries -0.11

Listing energy relative to the best compared isomer or geometry (same formula, charge and spin) for the structures above in their given order: 0.0, 0.0 kJ/mol.